12 unconnected molecules or ions with the total composition C35H49N11O10S, computed with ωB97M-V/def2-TZVPD.

Output
* energy relative to the best compared isomer or geometry (same formula, charge and spin): 674.9 kJ/mol
* orbital gap: 7.2 eV
* largest force on an atom: 17.48 eV/A
* HOMO level: -3.41 eV
* total charge: -2

Element x y z (Å)
S -34.589 -15.073 33.244
O -35.294 -15.602 32.102
O -33.607 -14.096 32.931
O -35.551 -14.475 34.146
O -33.968 -16.130 33.976
N -37.221 -14.822 35.948
C -36.836 -15.452 37.106
C -38.055 -15.513 38.053
C -39.194 -15.083 37.150
C -38.564 -14.610 35.805
H -36.457 -14.767 35.138
H -35.778 -15.881 37.125
H -38.267 -15.875 39.158
H -40.323 -15.088 37.360
H -39.110 -14.149 34.922
N -33.309 -17.013 36.235
C -32.984 -16.504 37.501
C -32.515 -17.639 38.410
C -32.854 -18.931 37.632
C -33.251 -18.476 36.278
H -33.713 -16.648 35.325
H -33.079 -15.622 37.602
H -32.092 -17.768 39.528
H -32.428 -19.938 37.778
H -33.559 -19.049 35.408
N -33.170 -12.208 31.274
C -32.465 -12.513 30.093
C -32.448 -11.228 29.251
C -33.451 -10.273 29.956
C -33.697 -10.882 31.315
H -33.213 -13.151 31.781
H -31.985 -13.311 29.727
H -31.905 -11.093 28.459
H -33.769 -9.181 29.752
H -34.265 -10.505 32.385
N -34.383 -15.912 29.720
C -33.880 -17.091 29.271
C -33.348 -16.848 27.883
C -33.633 -15.341 27.584
C -34.501 -14.807 28.784
H -34.644 -15.730 30.775
H -33.681 -17.946 29.767
H -32.982 -17.677 27.255
H -33.302 -14.793 26.667
H -34.869 -13.711 29.107
N -33.590 -18.354 32.769
C -34.635 -18.864 32.042
C -34.203 -20.170 31.374
C -32.889 -20.432 31.959
C -32.396 -19.076 32.655
H -33.636 -17.483 33.475
H -35.649 -18.459 32.002
H -34.803 -20.938 30.861
H -32.388 -21.289 31.825
H -31.363 -18.762 32.995
N -31.709 -13.275 34.289
C -31.738 -13.104 35.667
C -30.407 -12.772 36.182
C -29.560 -12.761 34.905
C -30.479 -12.951 33.726
H -32.487 -13.638 33.705
H -32.649 -13.130 36.097
H -30.172 -12.746 37.147
H -28.570 -12.646 35.096
H -30.367 -13.084 32.599
N -37.474 -16.730 31.085
C -38.685 -16.211 31.611
C -39.802 -17.062 31.100
C -39.199 -18.056 29.973
C -37.684 -17.648 30.166
H -36.500 -16.211 31.257
H -38.557 -15.515 32.233
H -40.871 -17.107 31.405
H -39.514 -18.657 29.344
H -36.776 -18.194 29.649
N -35.528 -12.019 35.407
C -34.567 -11.231 34.982
C -34.815 -9.798 35.683
C -36.038 -10.103 36.595
C -36.450 -11.604 36.317
H -35.482 -12.973 35.111
H -33.913 -11.198 34.028
H -34.181 -8.960 35.440
H -36.505 -9.553 37.433
H -37.185 -12.326 36.618
C -37.609 -17.616 34.421
N -37.787 -18.728 35.387
O -38.870 -18.877 35.937
O -36.806 -19.434 35.472
H -38.535 -16.872 34.593
H -37.689 -18.069 33.426
H -36.839 -16.886 34.531
C -36.442 -12.651 31.619
N -37.692 -11.842 31.677
O -37.758 -10.682 31.260
O -38.670 -12.429 32.244
H -35.795 -12.314 30.955
H -36.662 -13.819 31.699
H -35.748 -12.609 32.747
C -31.171 -16.248 31.548
N -29.789 -15.964 31.311
O -29.146 -15.543 32.273
O -29.296 -15.963 30.201
H -31.513 -16.733 32.605
H -31.728 -16.705 30.604
H -31.574 -15.310 31.296